## one
Entry from OMol25: an isolated molecule of C8H12N2O2 (ωB97M-V/def2-TZVPD).

The geometry in XYZ format:
```
24
C8H12N2O2 (ωB97M-V/def2-TZVPD)
C -0.56753 0.69816 2.21136
C -0.19829 -0.41419 1.57794
C -0.05403 -1.86242 2.19575
C 1.45935 -2.03030 2.53752
C 0.09123 -0.36080 -0.10516
C -0.08921 0.59921 -1.38321
N 0.96503 0.83823 -2.29276
C 0.49396 1.54586 -3.35368
O 1.08787 1.92963 -4.34959
N -0.83894 1.81576 -3.05112
C -1.17617 1.25955 -1.81521
O -2.37852 1.41963 -1.19754
H -0.82859 1.53693 1.58198
H -0.64835 0.68245 3.30939
H -0.73697 -1.92299 3.13783
H -0.31047 -2.58724 1.29147
H 2.01933 -2.15221 1.68296
H 1.81547 -2.84222 3.18401
H 1.79769 -1.09211 3.02020
H -0.60354 -1.20128 -0.55900
H 1.18922 -0.76269 -0.17098
H 1.83220 0.31616 -2.11602
H -1.41212 2.52690 -3.67106
H -2.90862 2.05997 -1.66509
```

* lowest unoccupied orbital energy: 0.40 eV
* molecular weight: 168.20 g mol⁻¹

Here are the natural (NBO) charges for atoms 1 to 8, given in e: atom 1 (C): -0.4466, atom 2 (C): 0.0747, atom 3 (C): -0.4505, atom 4 (C): -0.6100, atom 5 (C): -0.4791, atom 6 (C): 0.0303, atom 7 (N): -0.5933, atom 8 (C): 0.7454



## two
Entry from OMol25: an isolated molecule of C8H12N2O2 (ωB97M-V/def2-TZVPD).

The geometry in XYZ format:
```
24
C8H12N2O2 (ωB97M-V/def2-TZVPD)
C 0.25516 0.83010 3.34117
C 0.45812 0.76645 1.80828
N 1.12576 1.74761 1.22070
C 1.24003 1.69840 -0.11980
C 0.76349 0.66457 -0.93019
C 0.97895 0.70929 -2.39698
O -0.23097 0.74658 -3.16119
C 0.06584 -0.37576 -0.24023
C -0.45257 -1.57335 -1.00058
N -1.76132 -1.99459 -0.49647
C -0.14605 -0.27104 1.14252
O -0.74771 -1.28748 1.80930
H 0.85781 0.06939 3.86125
H 0.53176 1.80923 3.79534
H -0.82011 0.66657 3.59313
H 1.70343 2.54583 -0.59944
H 1.60719 1.59436 -2.67419
H 1.49597 -0.19235 -2.72321
H -0.79399 1.40441 -2.71480
H 0.30191 -2.39613 -0.90782
H -0.51077 -1.29369 -2.05321
H -2.13067 -2.77017 -1.06701
H -2.49895 -1.29708 -0.63173
H -1.29231 -1.80114 1.14517
```

* lowest unoccupied orbital energy: 0.58 eV
* molecular weight: 168.20 g mol⁻¹

Here are the natural (NBO) charges for atoms 1 to 8, given in e: atom 1 (C): -0.6462, atom 2 (C): 0.1566, atom 3 (N): -0.4064, atom 4 (C): 0.0146, atom 5 (C): -0.1035, atom 6 (C): -0.0945, atom 7 (O): -0.7171, atom 8 (C): -0.0647



Best to worst by energy: two, one.



## one
Entry from OMol25: an isolated molecule of C2H4N4OS (ωB97M-V/def2-TZVPD).

The geometry in XYZ format:
```
12
C2H4N4OS (ωB97M-V/def2-TZVPD)
C -1.76615 0.30937 0.04570
N -0.47051 -0.35330 -0.20982
N -0.31624 -1.62821 0.31161
N 0.83856 -1.82237 0.72010
C 1.56871 -0.64025 0.62237
O 2.76062 -0.39355 0.84783
N 0.71649 0.26091 -0.07650
S 1.06507 1.74501 -0.72551
H -2.48231 -0.44036 -0.53896
H -1.81251 1.31057 -0.47493
H -1.88874 0.38315 1.27531
H 1.78704 1.26903 -1.79721
```

* lowest unoccupied orbital energy: -0.08 eV
* molecular weight: 132.15 g mol⁻¹

Here are the natural (NBO) charges for atoms 1 to 8, given in e: atom 1 (C): -0.4538, atom 2 (N): -0.0853, atom 3 (N): 0.0508, atom 4 (N): -0.2555, atom 5 (C): 0.6704, atom 6 (O): -0.5826, atom 7 (N): -0.4447, atom 8 (S): 0.2611



## two
Entry from OMol25: a cluster of 3 separate species, C2H4N4OS in total (ωB97M-V/def2-TZVPD).

The geometry in XYZ format:
```
12
C2H4N4OS (ωB97M-V/def2-TZVPD)
C 0.62342 -0.21848 0.49774
C -1.87884 0.58485 0.85524
H 3.97118 -0.02007 -1.09743
H 1.86138 -1.39274 -1.55272
H -2.68528 0.43490 -0.95285
H -2.77144 1.07008 1.04513
N 2.17392 0.04551 -1.19905
N 1.84650 0.09728 0.27097
N -1.87277 -0.08559 -0.28566
N -1.00473 0.52390 1.85670
O 0.05018 -0.57835 1.57635
S -0.31352 -0.46129 -1.01441
```

* lowest unoccupied orbital energy: -1.26 eV
* molecular weight: 132.15 g mol⁻¹

Here are the natural (NBO) charges for atoms 1 to 8, given in e: atom 1 (C): 0.3742, atom 2 (C): 0.2068, atom 3 (H): 0.3268, atom 4 (H): 0.3040, atom 5 (H): 0.4253, atom 6 (H): 0.2047, atom 7 (N): -0.6002, atom 8 (N): -0.3366



Best to worst by energy: one, two.